# C42H51N7O9

A 10-piece molecular cluster, C42H51N7O9 overall in a non-equilibrium geometry (the ωB97M-V functional and the def2-TZVPD basis, the OMol25 dataset).

Output
SMILES: O=C1OCCO1.O=C1OCCO1.O=C1OCCO1.c1ccncc1.c1ccncc1.c1ccncc1.c1ccncc1.c1ccncc1.CCCC#N.CCCC#N
LUMO energy in eV: 0.361
Frontier orbital gap in Eh: 0.359
Relative energy (zero: lowest compared OMol25 entry of this formula, charge and spin) in eV: 0.000

Structure (XYZ):
```
109
C42H51N7O9 | the OMol25 dataset | the ωB97M-V functional and the def2-TZVPD basis
O 0.766 0.547 -5.745
C 1.551 -0.125 -5.159
O 1.711 -0.055 -3.826
C 2.744 -0.964 -3.420
C 2.826 -1.908 -4.616
O 2.236 -1.155 -5.690
H 3.681 -0.440 -3.254
H 2.433 -1.498 -2.529
H 2.305 -2.863 -4.508
H 3.847 -2.200 -4.866
O 4.043 -0.376 -0.192
C 4.052 0.766 0.140
O 3.771 1.835 -0.622
C 3.535 2.965 0.249
C 4.373 2.579 1.469
O 4.382 1.154 1.396
H 3.956 3.828 -0.263
H 2.477 3.139 0.426
H 3.925 2.899 2.406
H 5.378 2.994 1.393
O 1.849 -0.171 4.925
C 2.456 -0.944 4.262
O 3.785 -1.007 4.160
C 4.157 -2.127 3.339
C 2.826 -2.527 2.664
O 1.858 -1.868 3.454
H 4.929 -1.876 2.618
H 4.552 -2.894 4.008
H 2.775 -3.602 2.805
H 2.896 -2.162 1.642
C -3.987 0.373 3.533
C -4.166 1.572 4.201
C -3.057 2.377 4.466
N -1.821 2.106 4.074
C -1.656 0.946 3.457
C -2.694 0.084 3.134
H -4.790 -0.256 3.168
H -5.133 1.961 4.493
H -3.284 3.324 4.944
H -0.680 0.654 3.095
H -2.460 -0.751 2.487
C -3.609 -3.967 2.516
C -3.257 -4.022 1.177
C -1.992 -3.575 0.813
N -1.093 -3.119 1.681
C -1.449 -3.085 2.965
C -2.680 -3.505 3.437
H -4.626 -4.222 2.791
H -3.974 -4.319 0.424
H -1.689 -3.575 -0.232
H -0.726 -2.683 3.668
H -2.930 -3.439 4.487
C 0.198 -0.494 -0.587
C -0.359 0.663 -1.095
C -0.310 1.813 -0.318
N 0.398 1.890 0.809
C 0.960 0.772 1.262
C 0.790 -0.470 0.673
H 0.197 -1.397 -1.192
H -0.840 0.664 -2.065
H -0.702 2.765 -0.661
H 1.474 0.790 2.221
H 1.189 -1.410 1.013
C -1.171 3.022 -4.002
C -0.137 3.680 -4.640
C -0.087 5.066 -4.552
N -0.975 5.768 -3.872
C -1.934 5.118 -3.213
C -2.069 3.739 -3.223
H -1.242 1.945 -4.111
H 0.563 3.119 -5.244
H 0.691 5.641 -5.042
H -2.587 5.760 -2.631
H -2.852 3.215 -2.691
C -2.374 4.762 1.992
C -2.300 5.579 3.098
C -2.215 6.952 2.944
N -2.268 7.560 1.761
C -2.277 6.773 0.694
C -2.375 5.387 0.753
H -2.459 3.685 1.972
H -2.267 5.183 4.106
H -2.145 7.565 3.835
H -2.221 7.299 -0.255
H -2.526 4.826 -0.161
C -3.159 -1.723 -2.100
C -2.866 -1.336 -3.553
C -1.550 -1.866 -4.130
C -0.948 -3.015 -3.459
N -0.466 -3.871 -2.865
H -3.264 -2.803 -2.002
H -4.065 -1.206 -1.783
H -2.385 -1.378 -1.409
H -2.831 -0.244 -3.585
H -3.712 -1.624 -4.178
H -0.770 -1.107 -3.943
H -1.548 -1.929 -5.216
C 2.686 -4.506 -1.322
C 1.587 -4.647 -0.293
C 1.811 -5.640 0.877
C 3.222 -5.676 1.291
N 4.329 -5.674 1.592
H 2.818 -5.388 -1.951
H 3.676 -4.370 -0.870
H 2.524 -3.600 -1.902
H 0.632 -4.891 -0.760
H 1.448 -3.664 0.166
H 1.490 -6.653 0.646
H 1.251 -5.245 1.726
```


# C42H52BCl2F3MoN7O2S4

C42H52BCl2F3MoN7O2S4 as an isolated structure in a non-equilibrium geometry (the ωB97M-V functional and the def2-TZVPD basis, the OMol25 dataset).

Output
Multiplicity: 3
Expectation value of S²: 2.022
Charge: +3
LUMO energy (spin up / spin down) in eV: -10.095 / -10.868
Frontier orbital gap (spin up / spin down) in Eh: 0.225 / 0.198
Relative energy (zero: lowest compared OMol25 entry of this formula, charge and spin) in eV: 1.057

Structure (XYZ):
```
114
C42H52BCl2F3MoN7O2S4 | the OMol25 dataset | the ωB97M-V functional and the def2-TZVPD basis
Mo -0.394 -0.339 -0.257
C 0.268 -4.288 3.275
C 1.329 -3.320 2.840
C 2.668 -3.527 3.049
C 3.638 -2.597 2.614
N 3.268 -1.470 2.034
N 1.970 -1.282 1.850
B 1.544 0.079 1.222
N 1.233 1.041 2.374
N 2.175 1.039 3.312
C 2.029 1.866 4.323
C 0.900 2.716 4.391
C -0.070 2.700 3.427
C -1.282 3.586 3.459
C 0.136 1.786 2.376
S -0.977 1.625 1.059
C 3.138 1.836 5.369
C 4.476 2.136 4.676
C 2.894 2.866 6.474
C 3.167 0.425 5.982
N 2.564 0.623 0.255
N 3.185 1.757 0.581
C 4.182 2.115 -0.190
C 4.570 1.316 -1.304
C 3.895 0.182 -1.650
C 4.230 -0.663 -2.843
C 2.803 -0.128 -0.819
S 1.690 -1.428 -1.066
C 4.909 3.404 0.140
C 4.459 3.960 1.492
C 4.592 4.416 -0.975
C 6.423 3.128 0.180
C 1.010 -2.133 2.165
S -0.625 -1.693 1.692
C 5.140 -2.790 2.787
C 5.462 -4.193 3.303
C 5.644 -1.741 3.791
C 5.822 -2.573 1.427
H 0.713 -5.193 3.681
H -0.381 -4.564 2.442
H -0.365 -3.843 4.047
H 2.988 -4.436 3.542
H 0.803 3.401 5.223
H -1.299 4.186 4.366
H -2.197 2.992 3.417
H -1.290 4.260 2.599
H 4.508 3.167 4.313
H 4.648 1.466 3.832
H 5.289 2.009 5.392
H 2.852 3.887 6.084
H 3.723 2.827 7.182
H 1.980 2.663 7.038
H 3.279 -0.338 5.206
H 2.256 0.222 6.551
H 4.014 0.345 6.665
H 5.413 1.634 -1.906
H 5.125 -0.296 -3.339
H 3.407 -0.651 -3.561
H 4.399 -1.702 -2.552
H 3.374 4.042 1.561
H 4.883 4.956 1.617
H 4.811 3.332 2.317
H 3.541 4.713 -0.953
H 4.817 4.021 -1.969
H 5.203 5.308 -0.827
H 6.665 2.286 0.834
H 6.930 4.010 0.574
H 6.841 2.937 -0.810
H 5.063 -4.368 4.306
H 6.544 -4.307 3.368
H 5.093 -4.975 2.633
H 5.183 -1.876 4.774
H 5.430 -0.730 3.441
H 6.724 -1.845 3.911
H 5.504 -3.327 0.700
H 6.903 -2.661 1.549
H 5.604 -1.580 1.028
Cl -3.102 0.542 -0.880
C -4.324 -0.416 0.013
Cl -3.838 -2.095 0.259
H -5.217 -0.399 -0.597
H -4.482 0.052 0.974
F 1.840 2.957 -2.504
C 0.699 2.718 -3.169
F 0.221 3.848 -3.635
F 0.987 1.899 -4.197
C -0.330 2.022 -2.258
O -1.453 2.411 -2.165
O 0.227 0.988 -1.630
N -1.095 -1.656 -1.590
S -0.746 -1.826 -3.208
C -0.942 -3.568 -3.496
C -1.339 -3.988 -4.760
C -1.392 -5.350 -5.012
C -1.055 -6.261 -4.020
C -0.651 -5.821 -2.766
C -0.581 -4.462 -2.494
C -2.094 -1.098 -4.058
C -3.385 -1.614 -3.933
C -4.412 -0.956 -4.579
C -4.144 0.191 -5.331
C -2.853 0.686 -5.446
C -1.806 0.039 -4.801
H -2.009 -2.059 -1.371
H -1.605 -3.277 -5.534
H -1.704 -5.697 -5.989
H -1.108 -7.322 -4.226
H -0.388 -6.537 -1.998
H -0.262 -4.112 -1.521
H -3.580 -2.520 -3.369
H -5.422 -1.340 -4.516
H -4.956 0.695 -5.840
H -2.656 1.570 -6.039
H -0.789 0.406 -4.889
```